No. 1
The following is a DFT calculation (ωB97M-V/def2-TZVPD) of an isolated molecule of C4H5N in a non-equilibrium geometry.

Calculated values
LUMO energy   0.038 hartree
Orbital gap   8.01 eV
2S+1   1
F_max   0.110 Eh/bohr
E   -210.0067 hartree
Energy above the lowest of the compared OMol25 structures with the same formula, charge and spin   412.4 kJ/mol

Last column: Löwdin charge in e.
Atoms and positions in Å:
C  -1.26  -0.14  0.69  0.040
H  -1.63  -0.78  -1.21  0.159
C  0.29  -0.14  -1.03  -0.188
C  1.19  0.34  -0.06  -0.239
C  0.76  0.45  1.20  0.089
H  2.21  0.58  -0.36  0.097
H  0.50  -0.27  -2.07  0.093
N  -0.95  -0.40  -0.56  -0.107
H  0.98  0.82  2.16  0.022
H  -2.09  -0.48  1.25  0.035

=====

No. 2
The following is a DFT calculation (ωB97M-V/def2-TZVPD) of an isolated molecule of C3H4N2S2 in a non-equilibrium geometry.

Calculated values
LUMO energy (spin up / spin down)   -0.010 / -0.010 hartree
Orbital gap (spin up / spin down)   7.64 / 7.63 eV
2S+1   1
F_max   0.092 Eh/bohr
E   -1022.4538 hartree
Energy above the lowest of the compared OMol25 structures with the same formula, charge and spin   424.9 kJ/mol

Last column: Löwdin charge in e.
Atoms and positions in Å:
H  2.10  0.38  -0.38  0.039
N  0.45  0.06  0.63  -0.104
C  -0.50  -1.93  0.01  -0.380
C  1.30  0.93  -0.07  -0.146
H  -0.55  -2.91  -0.30  0.038
N  0.47  -1.21  0.31  -0.084
H  1.72  1.67  0.73  0.114
C  -1.67  0.52  0.09  -1.079
H  0.95  1.52  -0.91  0.071
S  -2.13  2.06  0.00  0.627
S  -2.11  -1.07  -0.13  0.904

=====

No. 3
The following is a DFT calculation (ωB97M-V/def2-TZVPD) of a cluster of 4 separate species, C10H24O6 in total in a non-equilibrium geometry.

Calculated values
LUMO energy   0.018 hartree
Orbital gap   10.46 eV
2S+1   1
Structure (SMILES)   COC(=O)CC=O.CCO.CCO.CCO
F_max   0.095 Eh/bohr
E   -846.7874 hartree
Energy above the lowest of the compared OMol25 structures with the same formula, charge and spin   50.9 kJ/mol

Last column: Löwdin charge in e.
Atoms and positions in Å:
O  -0.32  -0.16  -1.00  -0.096
H  6.28  -3.10  1.67  0.072
H  1.14  -1.53  -1.50  0.106
H  -0.04  -1.67  1.86  0.089
C  -6.45  2.52  -2.33  -0.269
H  -5.59  3.50  -0.61  0.133
H  -0.43  -3.06  -2.73  0.073
C  5.78  -1.01  1.40  -0.324
C  -4.19  3.61  -2.20  -0.555
H  -1.76  -1.93  -2.42  0.071
C  0.33  -0.20  3.09  -0.297
O  -3.29  2.82  -2.84  -0.033
H  6.73  -0.73  0.94  0.108
H  0.36  -0.68  -2.84  0.110
H  4.99  -0.42  0.96  0.107
C  -5.29  2.90  -1.45  -0.045
O  -4.15  4.75  -2.31  0.194
H  2.40  -0.15  2.49  0.074
O  5.83  -0.69  2.79  -0.090
H  -6.88  3.26  -3.03  0.135
H  2.16  -0.15  4.25  0.079
H  1.94  -1.63  3.31  0.072
C  1.79  -0.55  3.30  -0.086
H  -1.50  2.45  -1.87  0.092
H  -1.01  -2.78  -1.08  0.069
H  -0.28  -0.60  3.90  0.110
C  0.18  -1.16  -1.88  -0.320
H  -0.47  -0.57  -0.14  0.043
H  6.53  -1.21  3.19  0.078
C  -2.47  2.00  -2.00  -0.050
H  4.56  -2.77  1.68  0.068
O  -0.14  -0.71  1.84  -0.099
O  -6.92  1.46  -2.28  0.104
H  -4.92  1.97  -1.06  0.106
H  5.45  -2.75  0.15  0.073
C  5.50  -2.49  1.21  -0.094
C  -0.81  -2.30  -2.04  -0.090
H  0.20  0.88  3.06  0.116
H  -2.88  1.84  -1.01  0.087
H  -2.37  1.04  -2.46  0.079

=====

No. 4
The following is a DFT calculation (ωB97M-V/def2-TZVPD) of an isolated molecule of C6H10BBrN4O in a non-equilibrium geometry.

Calculated values
LUMO energy   -0.036 hartree
Orbital gap   8.93 eV
2S+1   1
Structure (SMILES)   CC[C@@H](Br)c1nnc(B(C)O)nn1
F_max   0.047 Eh/bohr
E   -3127.7090 hartree

Last column: Löwdin charge in e.
Atoms and positions in Å:
N  1.08  -0.67  0.44  0.113
N  -0.36  -0.35  -1.55  0.104
N  0.04  -1.02  1.15  0.111
N  -1.41  -0.69  -0.84  0.099
C  -3.94  -0.84  0.92  -0.040
H  2.09  1.85  0.95  0.073
C  -1.15  -0.99  0.47  -0.189
O  -2.40  -2.19  2.52  0.081
C  2.06  0.13  -1.70  -0.646
H  1.72  0.69  -2.61  0.097
H  3.62  1.65  -1.67  0.106
H  -3.90  0.15  0.39  0.059
H  -4.61  -0.70  1.81  0.065
H  1.14  2.30  -0.52  0.076
C  2.18  2.19  -0.12  -0.117
C  0.81  -0.34  -0.86  -0.346
Br  3.12  -1.41  -2.37  0.644
H  2.65  3.21  -0.16  0.075
H  -4.42  -1.58  0.21  0.079
H  3.76  0.56  -0.25  0.103
H  -2.61  -1.68  3.31  0.103
C  3.01  1.10  -0.90  -0.303
B  -2.47  -1.37  1.36  -0.349

=====

No. 5
The following is a DFT calculation (ωB97M-V/def2-TZVPD) of a cluster of 2 separate species, C5H9NO in total in a non-equilibrium geometry.

Calculated values
LUMO energy   -0.045 hartree
Orbital gap   6.11 eV
2S+1   1
F_max   0.096 Eh/bohr
E   -325.6387 hartree
Energy above the lowest of the compared OMol25 structures with the same formula, charge and spin   784.6 kJ/mol

Last column: Löwdin charge in e.
Atoms and positions in Å:
C  0.27  1.19  -0.62  -0.138
H  -2.95  -1.11  0.54  0.091
O  3.17  1.35  -0.37  -0.451
H  -1.32  0.13  -1.37  0.155
C  -0.96  -0.38  0.86  -0.121
C  -1.00  0.36  -0.35  0.018
H  0.60  1.81  0.21  0.124
N  1.10  -0.03  -0.67  0.070
H  3.40  2.26  -0.54  -0.111
H  0.36  1.84  -1.50  0.131
C  -2.03  -1.41  1.05  -0.050
H  2.13  0.24  -0.59  0.055
H  -1.55  -2.24  0.53  0.084
H  0.72  -1.63  0.60  0.167
H  -2.22  -1.61  2.10  0.084
C  0.27  -0.75  0.13  -0.106